ORCA calculation (ωB97M-V with the def2-TZVPD basis set) on a cluster of 3 separate species, C37H63ClF5N8O5S in total.

As for the HOMO-LUMO gap (alpha / beta): 0.1837 / 0.2080 hartree. As for the spin multiplicity: 3. The largest force on an atom is 0.179 Eh/bohr. Its expectation value of S² is 2.0090. Its total charge is +1.

Last column: Löwdin charge in e.
CARTESIAN COORDINATES (ANGSTROEM)
C -2.129 4.665 6.409  0.09
C -2.697 4.859 5.127  -0.21
N -2.250 4.247 3.875  -0.15
C -2.789 2.960 3.524  -0.10
N -1.797 1.817 3.451  -0.05
N -0.931 2.036 4.514  -0.07
C -0.507 0.821 5.253  -0.22
C -0.565 1.198 6.838  -0.10
C -1.131 1.785 2.148  -0.14
C 0.348 1.315 2.095  0.05
C 0.868 1.305 0.663  -0.01
C -0.046 1.758 -0.483  -0.11
N -1.401 2.187 -0.503  0.07
C -1.850 2.149 0.836  -0.11
N -4.106 2.670 3.207  0.03
C -4.569 1.308 2.799  -0.02
C -5.103 0.377 3.984  -0.32
O -6.331 0.479 4.278  0.06
N -4.342 -0.628 4.735  -0.17
C -3.376 -1.383 3.890  -0.10
C -3.739 -0.086 5.988  -0.10
C -5.124 3.752 3.191  -0.13
C -6.075 3.849 4.483  -0.62
C -7.602 3.387 4.134  -0.11
Cl -5.422 3.068 6.004  0.64
S -1.859 5.285 2.591  0.85
O -2.767 5.226 1.384  -0.28
O -0.482 4.876 2.079  -0.29
C -1.615 7.048 3.227  -0.29
F -1.253 7.798 2.062  0.08
F -2.833 7.635 3.675  0.06
C -0.394 7.210 4.254  -0.33
F -0.777 7.932 5.422  0.10
F 0.677 7.963 3.690  0.11
F 0.173 6.006 4.705  0.09
H -2.729 4.990 7.333  0.11
H -1.114 4.178 6.590  0.08
H -3.616 5.555 5.091  0.12
H -0.181 2.710 4.330  0.14
H 0.620 0.639 5.048  0.12
H -1.067 -0.134 5.002  0.10
H 0.007 2.199 6.917  0.07
H -0.058 0.421 7.496  0.09
H -1.641 1.449 7.165  0.07
H 1.003 1.013 2.969  0.10
H 1.937 0.962 0.454  0.09
H 0.445 1.754 -1.528  0.11
H -2.960 2.445 0.942  0.10
H -3.805 0.743 2.149  0.13
H -5.472 1.485 2.102  0.16
H -2.747 -2.032 4.607  0.11
H -3.869 -2.115 3.157  0.11
H -2.603 -0.705 3.355  0.07
H -3.524 1.042 5.829  0.05
H -4.486 -0.113 6.870  0.11
H -2.795 -0.624 6.329  0.09
H -4.656 4.783 3.032  0.12
H -5.821 3.591 2.283  0.15
H -6.177 4.975 4.725  0.11
H -7.919 2.731 5.031  0.08
H -8.298 4.287 4.144  0.09
H -7.666 2.738 3.202  0.08
C 2.021 -3.382 -2.303  -0.02
C 2.952 -2.415 -1.517  -0.46
C 4.443 -2.755 -1.760  -0.14
C 4.967 -3.945 -0.967  -0.18
C 4.631 -3.790 0.510  -0.14
C 3.123 -3.575 0.747  -0.48
N 2.572 -2.445 -0.069  -0.04
O 2.994 -1.286 0.496  -0.06
C 2.383 -4.897 0.429  -0.05
C 2.876 -3.375 2.263  -0.05
C 2.711 -1.035 -2.188  -0.05
H 1.334 -3.936 -1.663  0.06
H 1.368 -2.847 -2.996  0.07
H 2.589 -4.106 -2.892  0.09
H 5.064 -1.888 -1.503  0.12
H 4.617 -2.936 -2.828  0.12
H 4.558 -4.878 -1.365  0.11
H 6.052 -4.013 -1.087  0.12
H 4.976 -4.676 1.053  0.13
H 5.202 -2.949 0.920  0.13
H 1.302 -4.781 0.547  0.09
H 2.698 -5.690 1.114  0.09
H 2.579 -5.277 -0.574  0.07
H 3.447 -2.539 2.677  0.07
H 3.179 -4.262 2.826  0.09
H 1.815 -3.201 2.470  0.08
H 1.686 -0.685 -2.018  0.08
H 2.859 -1.107 -3.271  0.08
H 3.402 -0.266 -1.833  0.08
C 1.995 -4.002 -9.258  -0.03
C 2.007 -3.779 -7.718  -0.46
C 0.726 -3.047 -7.250  -0.14
C 0.721 -1.543 -7.492  -0.18
C 1.995 -0.912 -6.946  -0.14
C 3.265 -1.572 -7.517  -0.48
N 3.265 -3.060 -7.342  -0.04
O 3.517 -3.320 -6.035  -0.04
C 3.386 -1.192 -9.013  -0.05
C 4.508 -0.909 -6.872  -0.04
C 1.922 -5.215 -7.131  -0.05
H 2.843 -3.545 -9.767  0.06
H 2.066 -5.060 -9.518  0.08
H 1.081 -3.619 -9.720  0.09
H 0.583 -3.207 -6.174  0.12
H -0.155 -3.486 -7.733  0.12
H 0.606 -1.329 -8.559  0.11
H -0.147 -1.097 -6.997  0.11
H 1.991 0.159 -7.172  0.12
H 1.989 -0.987 -5.852  0.11
H 4.256 -1.670 -9.471  0.09
H 3.515 -0.112 -9.128  0.09
H 2.504 -1.449 -9.601  0.06
H 4.504 -0.977 -5.781  0.07
H 4.548 0.157 -7.112  0.09
H 5.433 -1.364 -7.240  0.09
H 2.820 -5.794 -7.368  0.09
H 1.064 -5.749 -7.556  0.09
H 1.782 -5.220 -6.047  0.07